(1)
{"formula": "C22H47CdNO4Si2", "method": "the ωB97M-V functional and the def2-TZVPD basis", "symbols": ["O", "O", "C", "C", "H", "H", "H", "H", "H", "C", "C", "H", "H", "H", "H", "H", "C", "C", "C", "H", "H", "H", "H", "H", "C", "H", "H", "H", "H", "H", "H", "Cd", "C", "Si", "H", "H", "C", "C", "C", "C", "Si", "H", "H", "C", "C", "C", "H", "H", "H", "H", "H", "H", "H", "H", "H", "H", "H", "H", "H", "H", "H", "H", "H", "H", "O", "C", "O", "C", "C", "C", "C", "C", "N", "H", "H", "H", "H"], "coordinates": [[1.922, 0.605, -1.969], [1.057, -5.301, 0.370], [1.143, 0.060, -3.108], [1.918, 0.380, -4.376], [0.145, 0.526, -3.092], [0.982, -1.016, -2.940], [1.855, 1.469, -4.574], [1.485, -0.181, -5.217], [2.974, 0.084, -4.263], [2.392, -0.444, -1.044], [2.819, -1.766, -1.672], [1.600, -0.596, -0.293], [3.246, 0.003, -0.536], [2.000, -2.507, -1.630], [3.647, -2.157, -1.057], [3.220, -1.685, -2.694], [0.991, -4.322, 1.408], [-0.163, -5.360, -0.368], [2.368, -4.173, 2.028], [0.264, -4.652, 2.167], [0.649, -3.320, 1.067], [2.867, -5.140, 2.146], [2.285, -3.700, 3.010], [2.987, -3.538, 1.383], [-0.030, -6.408, -1.448], [-0.451, -4.403, -0.852], [-0.995, -5.634, 0.300], [0.765, -6.144, -2.147], [-0.967, -6.500, -1.993], [0.213, -7.385, -1.032], [-2.014, -0.743, -0.076], [0.625, 2.257, -1.150], [-2.365, -1.689, -0.437], [-4.128, -1.204, -0.066], [-2.233, -1.816, -1.514], [-1.930, -2.516, 0.134], [-5.163, -1.870, -1.485], [-4.059, 0.677, -0.154], [-3.991, -1.587, 1.785], [2.348, 3.518, -0.959], [2.790, 3.037, 0.783], [2.086, 4.592, -1.084], [3.088, 3.226, -1.732], [4.589, 2.597, 0.545], [2.035, 1.595, 1.736], [2.300, 4.538, 1.791], [-3.039, -2.122, 1.989], [-4.816, -2.159, 2.217], [-3.917, -0.610, 2.301], [-4.867, -1.314, -2.398], [-6.243, -1.719, -1.349], [-4.969, -2.932, -1.702], [-3.429, 1.006, -0.997], [-3.604, 1.071, 0.772], [-5.059, 1.114, -0.278], [2.615, 0.669, 1.630], [0.990, 1.347, 1.514], [2.056, 1.854, 2.807], [2.852, 4.556, 2.739], [1.224, 4.560, 2.016], [2.538, 5.444, 1.222], [5.176, 2.877, 1.422], [4.964, 3.145, -0.326], [4.722, 1.527, 0.350], [-2.647, 4.693, -1.349], [-1.943, 3.820, -0.839], [-1.370, 2.822, -1.474], [-1.770, 3.846, 0.681], [-2.419, 4.822, 1.467], [-2.360, 4.719, 2.858], [-1.706, 3.619, 3.416], [-1.093, 2.708, 2.550], [-1.032, 2.857, 1.221], [-2.948, 5.619, 0.937], [-2.823, 5.478, 3.481], [-1.644, 3.456, 4.484], [-0.606, 1.823, 2.946]], "mulliken_charge": [-0.49, -0.38, -0.10, -1.24, 0.29, 0.30, 0.32, 0.39, 0.25, 0.62, -1.44, 0.17, -0.37, 0.36, 0.41, 0.28, 0.14, 0.19, -1.15, 0.34, 0.02, 0.33, 0.38, 0.15, -1.37, 0.04, 0.31, 0.30, 0.40, 0.33, 0.04, 1.16, -0.72, 0.54, 0.34, 0.16, -1.08, -0.86, -1.05, -1.24, 0.46, 0.58, 0.41, -1.27, -0.80, -1.04, 0.24, 0.36, 0.27, 0.34, 0.31, 0.32, 0.22, 0.03, 0.46, 0.40, -0.04, 0.38, 0.34, 0.22, 0.32, 0.37, 0.33, 0.31, -0.70, 0.34, -0.51, 0.03, -0.55, -0.34, -0.86, -0.53, 0.67, 0.50, 0.42, 0.44, 0.46], "spin_multiplicity": 1, "largest_force_ev_per_a": 2.2, "e_tot_ev": -53575.4103, "orbital_gap_ev": 8.307, "charge": 0}


(2)
{"formula": "C24H35CeN2S", "method": "the ωB97M-V functional and the def2-TZVPD basis", "symbols": ["C", "C", "C", "C", "C", "Ce", "C", "C", "H", "C", "H", "H", "C", "H", "H", "H", "C", "H", "H", "H", "C", "H", "H", "H", "C", "H", "H", "H", "C", "H", "H", "H", "C", "H", "H", "H", "C", "H", "H", "H", "C", "C", "C", "C", "H", "C", "H", "C", "H", "H", "H", "S", "C", "N", "C", "C", "N", "H", "H", "H", "H", "H", "H"], "coordinates": [[1.197, -2.231, 0.316], [2.099, -1.436, -0.470], [1.538, -1.301, -1.783], [0.275, -1.976, -1.802], [0.069, -2.564, -0.508], [-0.004, 0.080, -0.049], [-2.179, 1.456, -0.577], [-2.149, 1.056, 0.795], [-2.040, 1.837, 1.564], [-2.143, -0.310, 1.186], [-2.691, -1.073, 0.614], [-1.873, -0.608, 2.210], [-2.483, 2.894, -0.892], [-1.963, 3.590, -0.228], [-2.200, 3.135, -1.917], [-3.563, 3.077, -0.799], [-2.740, 0.465, -1.573], [-2.492, -0.596, -1.388], [-3.843, 0.523, -1.545], [-2.437, 0.688, -2.600], [3.387, -0.854, -0.001], [3.312, -0.462, 1.024], [4.183, -1.614, -0.010], [3.710, -0.025, -0.643], [2.224, -0.658, -2.935], [2.577, 0.353, -2.689], [3.104, -1.245, -3.244], [1.561, -0.573, -3.801], [-0.588, -2.176, -3.001], [-0.614, -1.285, -3.640], [-0.213, -3.006, -3.622], [-1.621, -2.418, -2.724], [-1.049, -3.473, -0.130], [-1.987, -3.198, -0.630], [-0.822, -4.514, -0.414], [-1.232, -3.463, 0.951], [1.435, -2.676, 1.717], [0.504, -2.986, 2.206], [2.124, -3.533, 1.741], [1.883, -1.883, 2.330], [-0.012, 1.617, -1.919], [0.389, 2.755, -1.261], [-0.153, 1.587, -3.302], [0.980, 3.810, -2.005], [0.280, 2.773, -0.158], [0.263, 2.704, -4.036], [-0.605, 0.729, -3.806], [0.896, 3.771, -3.391], [1.470, 4.643, -1.502], [0.115, 2.705, -5.114], [1.285, 4.591, -3.993], [1.212, 1.266, 2.150], [0.625, 0.551, 3.597], [1.375, -0.150, 4.467], [0.659, -0.501, 5.682], [-0.726, 0.085, 5.445], [-0.614, 0.671, 4.121], [2.358, -0.352, 4.305], [1.148, -0.052, 6.555], [0.626, -1.590, 5.807], [-0.963, 0.852, 6.190], [-1.508, -0.680, 5.458], [-1.354, 1.195, 3.673]], "mulliken_charge": [0.59, 0.25, 0.79, 0.70, 0.54, -0.39, 1.40, -0.47, 0.34, -0.96, 0.47, 0.24, -1.62, 0.41, 0.31, 0.40, -0.94, 0.07, 0.45, 0.23, -1.34, 0.28, 0.40, 0.31, -1.52, 0.26, 0.41, 0.40, -1.41, 0.26, 0.37, 0.29, -1.74, 0.35, 0.37, 0.31, -1.00, 0.25, 0.33, 0.14, 1.73, -0.41, -0.67, -0.99, 0.40, -0.88, 0.17, -0.72, 0.42, 0.45, 0.40, -0.50, 0.49, -0.10, -0.51, -0.54, 0.06, 0.26, 0.32, 0.30, 0.31, 0.32, 0.18], "spin_multiplicity": 1, "largest_force_ev_per_a": 2.3, "e_tot_ev": -52193.4329, "orbital_gap_ev": [7.744, 6.635], "charge": 1}


(3)
{"formula": "C6H10O", "method": "the ωB97M-V functional and the def2-TZVPD basis", "symbols": ["C", "C", "C", "C", "C", "C", "O", "H", "H", "H", "H", "H", "H", "H", "H", "H", "H"], "coordinates": [[-2.103, -0.237, 0.199], [-1.120, 0.809, -0.282], [-0.026, 1.321, 0.607], [0.326, 0.532, -0.624], [0.957, -0.815, -0.562], [2.553, -0.730, 0.738], [2.449, -0.697, -0.594], [-2.944, 0.249, 0.707], [-1.654, -0.935, 0.915], [-2.512, -0.819, -0.635], [-1.571, 1.546, -0.943], [0.205, 2.382, 0.613], [0.126, 0.824, 1.562], [0.731, 1.093, -1.459], [0.849, -1.419, -1.455], [0.588, -1.443, 0.274], [3.145, -1.660, 0.938]], "mulliken_charge": [-1.43, 0.20, -0.68, -0.13, -0.52, -0.23, -0.26, 0.37, 0.30, 0.32, 0.36, 0.28, 0.21, 0.35, 0.35, 0.35, 0.15], "spin_multiplicity": 1, "largest_force_ev_per_a": 1.1, "e_tot_ev": -8426.3343, "relative_energy_kj_mol": 473.36, "orbital_gap_ev": 8.513, "charge": 0}


(4)
{"formula": "C2Cl3NO6S2", "method": "the ωB97M-V functional and the def2-TZVPD basis", "symbols": ["C", "C", "N", "O", "O", "O", "O", "O", "O", "S", "S", "Cl", "Cl", "Cl"], "coordinates": [[-0.785, 0.275, 0.017], [-2.191, 0.027, 0.013], [-0.152, 1.192, 0.574], [2.088, 2.134, 1.270], [1.715, 1.514, -1.121], [-0.172, -0.631, -0.733], [0.861, -2.289, 0.632], [2.017, -1.737, -1.436], [1.978, -0.205, 0.601], [1.461, 1.265, 0.303], [1.342, -1.344, -0.233], [-2.584, -0.792, -1.539], [-2.535, -0.970, 1.424], [-3.043, 1.560, 0.229]], "mulliken_charge": [0.30, 0.78, -0.46, -0.59, -0.53, -0.32, -0.48, -0.49, -0.20, 1.13, 1.16, -0.10, -0.09, -0.11], "spin_multiplicity": 1, "largest_force_ev_per_a": 6.4, "e_tot_ev": -75083.3114, "orbital_gap_ev": 10.705, "charge": 0}


> Which formula does entry 2 have?

C24H35CeN2S